Here is a 2-piece molecular cluster, C4H13NOS overall at a distorted geometry from OMol25. Energies are from wB97M-V/def2-TZVPD.

Calculated values
SMILES: CSCCCN.O
Highest occupied orbital energy in Ha: -0.30003
Electronic energy in eV: -18730.973
Energy above the lowest of the compared OMol25 structures with the same formula, charge and spin in kJ/mol: 100.2
E_LUMO in Ha: 0.01953
HOMO-LUMO gap in eV: 8.70
Charge: 0

Atoms and positions in Å:
C -2.34613 1.16263 -2.04347
S -2.11838 1.13052 -0.24435
C -0.73233 -0.01981 -0.02952
C 0.59836 0.68621 0.38267
C 1.75829 0.25325 -0.47787
N 2.19638 -1.06934 -0.05483
H -2.19278 0.20569 -2.53831
H -3.34775 1.54285 -2.21110
H -1.64327 1.86209 -2.50042
H -1.08321 -0.82832 0.60433
H -0.57031 -0.50767 -0.99220
H 0.34203 1.74559 0.39657
H 0.61084 0.47705 1.45714
H 2.57821 0.97200 -0.38603
H 1.39253 0.24326 -1.50556
H 1.96400 -1.28041 0.90258
H 3.14071 -1.33703 -0.27579
O -0.22292 -1.78889 2.73568
H 0.00364 -2.41348 3.44289
H -0.32790 -1.03620 3.33757